Entry 1:
DFT (ωB97M-V/def2-TZVPD) results for a cluster of 8 separate species, C32H34Cl4N6 in total.

Geometry (Å):
1 H -0.040217 8.635580 3.229629
2 C 3.620318 1.677922 4.508094
3 H -2.766388 -3.216742 -0.151548
4 H -4.292572 1.725202 -1.239357
5 H 4.441572 -5.651791 -2.334159
6 C 3.172610 2.225127 2.358063
7 H -1.710466 -0.899566 6.052929
8 H -3.110112 -1.612237 -6.860511
9 C 1.657269 -4.150928 -1.596521
10 H -2.132067 -7.089105 -1.757806
11 C 5.429127 2.428814 3.130025
12 N 2.711054 1.795277 3.534535
13 C -0.840712 0.837371 -6.190835
14 H -1.869385 0.878712 -1.869376
15 H 2.491875 2.375413 1.526987
16 C -0.895941 1.706466 1.124967
17 C -0.429366 -0.239529 -0.730180
18 C 0.056138 7.560805 3.116572
19 H 4.826773 2.885058 1.138274
20 C -1.627931 0.019952 -6.970772
21 Cl -2.889017 0.938548 6.895236
22 C -2.536698 -3.850798 -0.994156
23 H -1.114889 2.406200 1.922177
24 H 0.740376 -3.895356 -2.118691
25 H -0.127106 -0.930278 -1.507544
26 C 0.669491 5.586120 4.086265
27 Cl -5.245863 -0.221751 -0.316893
28 C 2.941403 -4.346443 0.392668
29 C -2.503659 -5.247776 -0.881982
30 H 3.019237 -4.241669 1.467862
31 H -1.441466 -5.900808 -4.029257
32 N 2.575861 -4.754144 -2.342551
33 H 1.025034 -1.035923 0.648567
34 C -2.258364 -3.344118 -2.254727
35 Cl -0.734397 0.900524 4.815983
36 H -0.170817 1.604359 -6.556134
37 H 6.475221 2.631470 2.947128
38 C -0.129658 6.968864 1.881504
39 N -1.591528 1.741411 -0.015169
40 C 1.775176 -3.915405 -0.224061
41 H -0.151439 1.193981 -4.176828
42 H -2.377144 -2.275132 -2.410476
43 H 0.898645 -3.601595 0.326042
44 C 4.951991 2.022862 4.365653
45 Cl -6.117514 1.289856 -2.714850
46 C -2.177337 -6.028044 -1.965417
47 H -2.761076 -5.734964 0.051325
48 N 0.462223 6.899438 4.198007
49 N -1.628720 -0.231549 -4.200740
50 C 3.659358 -5.231101 -1.715092
51 H 0.879654 5.082959 5.022010
52 C 3.926567 -4.928770 -0.381241
53 C -1.810623 -5.388385 -3.148863
54 C -0.835288 0.639972 -4.810103
55 C 0.313866 -0.246722 0.441069
56 H -0.457097 7.632956 1.092794
57 C -2.469482 -0.904968 -6.356653
58 H 3.262639 1.335890 5.471955
59 H -3.055659 -1.729395 -4.518056
60 C -1.354088 0.799604 -0.921260
61 H -0.714710 0.166049 7.049914
62 C 0.090252 5.603930 1.790016
63 H -0.153703 5.145191 0.837247
64 H -4.077728 0.266844 -2.252781
65 C -1.443615 0.131775 6.248438
66 N -1.922480 -4.073301 -3.325273
67 C 4.500041 2.538910 2.111095
68 H 0.554214 3.796370 2.859527
69 C 0.443201 4.869792 2.913169
70 C -2.457383 -0.942118 -4.964479
71 C -4.772590 0.848287 -1.656908
72 H 5.670834 1.899785 5.166999
73 H -1.470641 -0.004034 -8.043276
74 H 0.516944 0.741627 2.358542
75 H 4.841250 -5.316833 0.050692
76 C 0.066713 0.745980 1.372599

Forces on atoms 1 to 3 (eV/Å):
H -0.224 -0.020 0.061
C -0.256 0.325 0.100
H -0.075 0.120 -0.055

Output
- SMILES = c1ccncc1.c1ccncc1.c1ccncc1.c1ccncc1.c1ccncc1.c1ccncc1.ClCCl.ClCCl
- E_HOMO (eV) = -9.46



Entry 2:
DFT (ωB97M-V/def2-TZVPD) results for the ion H4N3O with charge -1.

Geometry (Å):
1 H -0.642311 1.157337 -0.817094
2 O 1.406214 -0.706701 -0.018748
3 H 0.117783 -0.998229 0.217152
4 N -0.518681 0.727993 0.061459
5 N -1.065990 -0.620868 0.229351
6 H 1.194834 0.879050 0.968342
7 N 0.978618 0.580707 -0.005281
8 H -1.470467 -1.019288 -0.635184

Forces on atoms 1 to 3 (eV/Å):
H -0.963 -0.128 -1.450
O -0.827 -1.361 -0.425
H -1.204 -1.097 -0.083

Output
- SMILES = NNN[O-]
- charge = -1
- E_HOMO (eV) = -1.98



Entry 3:
DFT (ωB97M-V/def2-TZVPD) results for a cluster of 12 separate species, C6H36NO12 in total.

Geometry (Å):
1 O 2.128549 0.861559 1.001409
2 H 1.018618 -0.351265 -1.416400
3 H -0.236863 0.463786 -3.614829
4 H -2.148436 2.566213 0.466854
5 N -2.218366 -1.095777 -0.039298
6 H -0.322074 -0.029991 1.445381
7 H -0.385911 3.290616 3.865379
8 H -1.083837 0.412689 -0.738992
9 O -0.730252 0.470612 -4.475930
10 C -2.446318 -0.311033 1.217772
11 H 2.815122 1.137517 1.602338
12 O -3.061945 2.808774 0.638890
13 O 4.947995 -1.071917 -0.224505
14 H -2.782917 0.742469 0.918503
15 O 1.677329 3.288126 0.357308
16 H 2.295009 -2.644238 -1.900061
17 H -2.186319 0.317271 -3.272568
18 C -1.185019 -0.279568 2.097078
19 O 1.915747 -4.167807 0.909947
20 H -3.190527 -0.811841 1.797376
21 H -2.962532 1.285771 -1.909792
22 H -1.084974 -1.315124 2.448275
23 H -3.490674 -0.477050 -2.440236
24 O 0.410448 3.024112 4.320797
25 H 0.962023 4.272177 1.870012
26 C -1.733186 -0.356322 -1.201204
27 H -0.701490 -0.391758 -4.877768
28 H -3.057337 3.056098 1.587518
29 C -0.616137 -1.263599 -1.897470
30 O 2.785159 -0.080368 -1.187838
31 H 4.551034 -1.906230 -0.553780
32 H -1.133673 -1.843168 -2.682785
33 H 3.376593 -1.609496 1.607879
34 H 2.662434 0.487507 -1.950574
35 O 2.873775 -3.255234 -1.467786
36 H -3.300370 -2.821586 0.249326
37 H 2.412810 0.410025 -0.341479
38 H -1.249296 0.494850 2.891946
39 H 0.780040 3.142027 0.095016
40 H 4.213387 -0.446035 -0.525070
41 O 2.475623 -1.680479 2.010714
42 H 2.449243 -3.576214 -0.669120
43 O 0.552575 -0.535169 -2.293007
44 H -3.590015 -2.173857 -1.426162
45 H 1.965729 2.357606 0.651811
46 H 1.012616 3.262812 3.582814
47 H -0.326828 -2.002936 -1.124301
48 H 0.026913 4.879690 1.022634
49 H 2.065778 -3.365093 1.487426
50 C -3.470121 -1.889909 -0.381651
51 H -4.271515 -1.239825 -0.119947
52 H 2.176314 -0.758327 1.757726
53 C -2.652013 0.262822 -2.247760
54 H 0.978985 -4.239574 1.120273
55 O 0.089093 4.695686 1.957919

Forces on atoms 1 to 3 (eV/Å):
O -0.690 0.051 0.140
H -0.130 -0.343 -1.737
H -0.123 -0.606 -1.044

Output
- charge = -1
- E_HOMO (eV) = -6.03



Entry 4:
DFT (ωB97M-V/def2-TZVPD) results for a structure of composition C2H5NS.

Geometry (Å):
1 N 1.136565 1.272732 -0.028174
2 C 0.351568 -0.948052 0.030813
3 H 0.053626 -1.172293 -0.921797
4 S 2.029000 -0.291155 0.053864
5 H 0.254198 -1.918810 0.558330
6 C -0.285959 0.430915 0.310007
7 H -0.869552 0.837021 -0.455197
8 H -0.418021 0.649105 1.360659
9 H 1.359272 1.560968 -1.007660

Forces on atoms 1 to 3 (eV/Å):
N -0.127 -1.596 0.400
C 0.449 -0.085 1.120
H -0.412 -0.763 -2.778

Output
- E_HOMO (eV) = -8.09



Entry 5:
DFT (ωB97M-V/def2-TZVPD) results for a structure of composition C36H31Br2MnN4OP2S.

Geometry (Å):
1 P 1.715297 0.541831 0.126021
2 S -2.666703 -1.109269 -2.176979
3 H -2.248503 -5.874869 0.902021
4 C 1.398197 1.844531 1.367321
5 H 3.504697 0.461631 -2.072079
6 C -1.437603 3.114931 -0.594379
7 H 6.303397 0.183131 1.975621
8 H -5.916403 -3.642569 -0.155379
9 C 0.766197 -3.730369 2.013521
10 H 1.346397 -0.983769 -4.466579
11 C -4.007503 -1.520769 -1.245079
12 O -2.670303 1.276331 0.237621
13 H 0.088997 -0.480569 -2.419179
14 C -0.222103 2.862631 2.834321
15 C -1.406803 -5.272469 1.210121
16 H 5.957997 0.212631 -2.281279
17 C 0.571897 -4.995369 2.543121
18 C -1.226803 -4.007769 0.684321
19 C 4.316097 0.364131 1.211421
20 H 3.198797 -4.322969 -2.548579
21 P 0.069997 -1.640569 0.237621
22 C -2.176603 5.348431 -0.003979
23 H 1.264297 -5.381869 3.275421
24 C 0.959397 -2.123869 -1.295779
25 H 2.585997 4.730031 2.671721
26 H 3.855297 0.411531 2.188021
27 H 7.351197 0.096031 -0.249779
28 C 1.499697 -1.598269 -3.589879
29 H 2.955497 -2.860769 -4.519179
30 C 2.387097 -2.663369 -3.622579
31 C -3.508603 3.452731 0.602521
32 Br -1.930803 7.230731 0.020121
33 H 1.617997 -3.139869 2.320921
34 H -0.549703 1.016531 1.780721
35 H -1.922103 -3.600069 -0.041679
36 H -6.475303 -0.768769 0.328421
37 N -4.435003 -0.925069 -0.135979
38 C -2.560303 2.552931 0.107221
39 C -1.224403 4.516931 -0.635979
40 H 1.576297 4.375131 -2.538879
41 H -1.199303 2.858631 3.294421
42 C -0.081603 4.969431 -1.323379
43 C -0.130703 -3.239969 1.070321
44 C -5.674003 -1.510469 0.346021
45 C 0.712197 4.060231 -1.977979
46 H 1.945897 -3.843869 -0.483579
47 H -4.664503 -3.125869 -2.369079
48 H -4.051603 5.480531 1.003421
49 Br -5.092803 2.700831 1.317921
50 H -0.634103 -6.763969 2.537421
51 H 3.226297 2.929331 1.101721
52 C 1.824797 -3.209169 -1.347879
53 C -5.924003 -2.666069 -0.647779
54 C 5.499397 0.263631 -1.304879
55 H 0.389597 4.687231 3.772921
56 H 0.979997 1.980631 -2.478379
57 C 0.388297 2.702431 -1.930279
58 H 1.264997 -0.780769 2.043921
59 H 0.137997 6.026531 -1.355279
60 C 0.793697 -1.331769 -2.432279
61 C 1.903797 3.917331 2.472121
62 C 6.279097 0.190231 -0.163379
63 N -0.635103 2.230431 -1.239679
64 C 4.127097 0.394331 -1.189979
65 N 1.410997 -0.924069 1.043421
66 H -6.866103 -2.552769 -1.189779
67 C 0.146697 1.840631 1.981121
68 C 5.688197 0.241831 1.090521
69 Mn -1.239503 0.154031 -0.660079
70 C 2.268697 2.904631 1.600321
71 H -5.551603 -1.867869 1.371721
72 C 3.531797 0.443131 0.064721
73 C -0.501603 -5.770569 2.134821
74 C 0.664497 3.897931 3.090421
75 C -3.312803 4.826231 0.569521
76 C 2.534697 -3.473269 -2.507379
77 H -4.062003 -0.043969 0.209821
78 N -4.802603 -2.545269 -1.560479

Forces on atoms 1 to 3 (eV/Å):
P 0.888 -0.151 0.872
S 0.352 -0.116 -0.688
H -0.060 -0.035 -0.037

Output
- charge = +1
- multiplicity = 6
- E_HOMO (spin up / spin down) (eV) = -9.88 / -9.97



Going through the records in order, we get E values of -3409.02087, -241.76106, -1207.84675, -532.05142, -9064.57981 a.u..
Going through the records in order, we get ΔE to the lowest compared entry with this formula, charge and spin values of 0.000, 2.915, 3.880, 2.480, 1.186 eV.